[1]
The following is a quantum chemistry calculation of a structure of composition C15H38Li2N2O3 at a distorted geometry, from the Open Molecules 2025 dataset.

```
60
Properties=species:S:1:pos:R:3
Li 0.236 -1.360 0.801
Li 1.272 1.041 0.447
O 1.404 -0.317 1.790
H 2.104 -0.433 2.440
O 0.273 -0.159 -0.736
H 0.262 -0.417 -1.662
C -1.234 -3.546 -1.055
C -1.337 -3.939 0.404
N -0.933 -2.884 1.330
C -2.069 -2.212 1.947
C -2.894 -1.403 0.946
C 0.012 -3.369 2.353
C 1.354 -3.763 1.754
H -1.719 -2.598 -1.268
H -1.673 -4.318 -1.694
H -0.183 -3.458 -1.342
H -2.360 -4.255 0.640
H -0.680 -4.795 0.552
H -2.715 -2.910 2.504
H -1.664 -1.509 2.684
H -3.664 -0.834 1.457
H -2.221 -0.752 0.376
H -3.348 -2.056 0.196
H -0.391 -4.259 2.861
H 0.170 -2.567 3.072
H 1.346 -4.785 1.369
H 2.134 -3.723 2.514
H 1.668 -3.104 0.942
C -0.652 2.772 1.255
C 0.331 3.631 0.447
N 1.661 3.029 0.359
C 2.462 3.459 1.516
C 3.779 2.717 1.662
C 2.315 3.414 -0.916
C 1.811 2.596 -2.107
H -1.441 3.392 1.684
H -0.135 2.275 2.079
H -1.124 2.011 0.632
H -0.052 3.745 -0.567
H 0.392 4.636 0.885
H 2.618 4.549 1.477
H 1.863 3.255 2.406
H 3.600 1.643 1.721
H 4.474 2.924 0.848
H 4.279 3.042 2.575
H 3.385 3.260 -0.823
H 2.105 4.476 -1.116
H 0.758 2.789 -2.321
H 1.871 1.521 -1.905
H 2.402 2.798 -2.999
C -2.452 1.091 -2.545
C -2.526 -0.143 -3.415
O -3.590 -0.577 -3.782
C -1.232 -0.810 -3.835
H -1.518 1.629 -2.697
H -2.457 0.774 -1.499
H -3.310 1.717 -2.780
H -1.067 -1.713 -3.251
H -0.384 -0.134 -3.723
H -1.318 -1.081 -4.887
```

Properties
M	308.36	g/mol
energy relative to the best compared isomer or geometry (same formula, charge and spin)	41.2	kJ/mol
E_tot	-944.73687	Eh
HOMO	-8.35	eV

---

[2]
The following is a quantum chemistry calculation of a cluster of 3 separate species, C15H39B2N2O5P2S in total at a distorted geometry, from the Open Molecules 2025 dataset.

```
66
Properties=species:S:1:pos:R:3
C 1.216 0.231 -0.109
C 1.128 -1.036 0.979
O 0.509 -2.243 0.400
B -0.905 -2.391 0.806
O -1.382 -2.329 2.234
P -2.184 -2.634 -0.643
N -1.971 -4.168 -1.527
C -0.615 -4.506 -1.631
S 0.906 -4.747 -2.429
B -1.948 -1.057 -1.772
N -2.324 0.273 -1.079
O -1.418 -1.165 -3.147
P -4.282 -2.481 0.079
O -5.093 -1.654 -1.267
O -4.327 -1.290 1.393
H 2.299 0.703 -0.039
H 0.979 -0.170 -1.188
H 0.452 1.052 0.255
H 2.268 -1.296 1.218
H 0.652 -0.674 1.986
H -1.874 -1.435 2.276
H -2.445 1.035 -1.781
H -1.604 0.521 -0.347
H -1.430 -0.224 -3.498
H -4.899 -2.159 -2.115
H -5.070 -0.647 1.120
C -3.823 3.673 0.423
C -5.085 3.655 -0.426
C -4.815 3.412 -1.913
C -3.965 4.479 -2.611
C -4.516 5.907 -2.545
C -5.865 6.066 -3.229
H -3.158 4.495 0.138
H -4.081 3.807 1.477
H -3.273 2.733 0.324
H -5.637 4.591 -0.285
H -5.739 2.854 -0.058
H -5.776 3.315 -2.432
H -4.312 2.443 -2.028
H -3.851 4.194 -3.665
H -2.955 4.475 -2.188
H -3.799 6.577 -3.033
H -4.590 6.241 -1.504
H -5.807 5.770 -4.281
H -6.185 7.112 -3.190
H -6.638 5.465 -2.742
C 7.333 -2.725 4.427
C 7.143 -3.706 3.279
C 7.476 -3.110 1.909
C 6.606 -1.925 1.476
C 5.100 -2.198 1.424
C 4.715 -3.270 0.418
H 6.658 -1.868 4.340
H 7.123 -3.218 5.380
H 8.362 -2.353 4.456
H 6.118 -4.090 3.291
H 7.798 -4.569 3.449
H 7.410 -3.904 1.157
H 8.525 -2.784 1.910
H 6.939 -1.597 0.483
H 6.785 -1.078 2.147
H 4.589 -1.268 1.153
H 4.727 -2.476 2.417
H 5.048 -2.999 -0.589
H 3.627 -3.389 0.392
H 5.148 -4.242 0.675
```

Properties
M	443.12	g/mol
E_tot	-2211.00673	Eh
HOMO	-12.63	eV
charge	+1

---

[3]
The following is a quantum chemistry calculation of a structure of composition C15H39BLi2NO5 at a distorted geometry, from the Open Molecules 2025 dataset.

```
63
Properties=species:S:1:pos:R:3
Li -4.436 -11.055 -0.269
Li -4.700 -11.511 2.525
C -2.840 -4.662 3.338
O -2.040 -5.829 3.234
C -2.316 -6.820 4.194
C -1.217 -7.835 4.051
N -1.298 -8.412 2.665
H -2.153 -9.000 2.602
H -1.415 -7.593 2.055
C -0.095 -9.179 2.262
C -0.152 -9.460 0.789
O -0.122 -8.223 0.140
C -0.091 -8.325 -1.274
H -2.281 -3.857 2.863
H -3.013 -4.406 4.385
H -3.787 -4.764 2.802
H -3.271 -7.310 3.946
H -2.351 -6.435 5.216
H -1.276 -8.645 4.776
H -0.227 -7.380 4.096
H -0.107 -10.111 2.824
H 0.771 -8.567 2.503
H -1.061 -10.007 0.501
H 0.679 -10.133 0.530
H 0.474 -9.199 -1.604
H 0.372 -7.433 -1.690
H -1.106 -8.374 -1.686
C -6.675 -12.922 0.606
O -5.343 -12.605 0.889
H -6.871 -12.828 -0.473
H -6.888 -13.985 0.825
H -7.381 -12.350 1.229
B -3.820 -9.861 1.490
H -4.992 -9.982 1.306
H -3.676 -9.547 2.657
H -3.195 -10.893 1.312
H -3.397 -9.011 0.744
C -8.561 -10.959 3.632
C -8.058 -12.187 4.376
C -6.722 -11.724 4.923
O -6.172 -10.979 3.820
C -7.256 -10.195 3.300
H -9.173 -10.300 4.248
H -9.120 -11.178 2.725
H -7.826 -12.963 3.638
H -8.714 -12.656 5.105
H -6.014 -12.499 5.203
H -6.844 -11.029 5.764
H -7.061 -10.015 2.243
H -7.237 -9.208 3.776
C -7.314 -10.628 -3.050
C -7.096 -9.130 -2.809
C -6.022 -9.117 -1.733
O -5.282 -10.353 -1.905
C -5.897 -11.149 -2.943
H -7.732 -10.829 -4.033
H -7.909 -11.100 -2.267
H -8.021 -8.624 -2.539
H -6.739 -8.670 -3.733
H -6.480 -9.135 -0.742
H -5.313 -8.298 -1.829
H -5.819 -12.211 -2.713
H -5.332 -10.980 -3.866
```

Properties
M	338.17	g/mol
E_tot	-1065.58650	Eh
HOMO	-9.99	eV
charge	+1

---

[4]
The following is a quantum chemistry calculation of a cluster of 4 separate species, C15H39ClN5O3 in total at a distorted geometry, from the Open Molecules 2025 dataset.

```
63
Properties=species:S:1:pos:R:3
C -0.020 -0.310 1.238
C 1.170 -0.722 0.141
N 0.953 -1.663 -0.872
C 2.678 -0.018 0.291
N 3.580 -1.090 0.862
Cl 5.169 -1.047 0.189
H -0.525 -1.302 1.600
H -0.769 0.428 0.683
H 0.510 0.272 2.118
H 1.861 -1.748 -1.383
H 2.658 0.872 1.085
H 3.037 0.450 -0.720
C -4.357 -2.861 -2.381
C -3.667 -2.198 -3.572
C -2.878 -3.188 -4.460
O -1.630 -3.614 -3.906
C -1.740 -4.644 -2.936
N -2.807 -1.111 -3.080
H -3.666 -3.095 -1.568
H -5.119 -2.192 -1.964
H -4.858 -3.787 -2.682
H -4.455 -1.758 -4.194
H -2.623 -2.670 -5.393
H -3.490 -4.052 -4.744
H -2.549 -5.345 -3.167
H -1.881 -4.209 -1.945
H -0.798 -5.198 -2.918
H -2.435 -0.603 -3.884
H -1.978 -1.545 -2.663
C -5.417 0.084 5.165
C -4.727 0.747 3.973
C -3.938 -0.243 3.086
O -2.690 -0.669 3.639
C -2.800 -1.699 4.609
N -3.867 1.834 4.465
H -4.726 -0.149 5.977
H -6.179 0.753 5.582
H -5.918 -0.842 4.864
H -5.515 1.187 3.352
H -3.683 0.275 2.152
H -4.550 -1.107 2.801
H -3.609 -2.399 4.379
H -2.941 -1.264 5.600
H -1.858 -2.253 4.627
H -3.495 2.342 3.661
H -3.039 1.400 4.883
C 7.269 4.248 -0.930
C 6.565 2.915 -0.681
C 5.676 2.454 -1.859
O 4.432 3.152 -1.969
C 4.525 4.421 -2.597
N 5.797 3.008 0.570
H 6.605 5.106 -0.811
H 8.089 4.382 -0.215
H 7.698 4.283 -1.937
H 7.348 2.159 -0.548
H 5.408 1.404 -1.686
H 6.220 2.481 -2.810
H 5.277 4.436 -3.391
H 4.739 5.190 -1.852
H 3.553 4.656 -3.037
H 5.418 2.086 0.788
H 4.964 3.572 0.373
```

Properties
M	372.96	g/mol
E_tot	-1554.42664	Eh
HOMO	-2.09	eV
charge	-1

---

[5]
The following is a quantum chemistry calculation of a structure of composition C15H39CrN4O9S3 at a distorted geometry, from the Open Molecules 2025 dataset.

```
71
Properties=species:S:1:pos:R:3
Cr 17.023 24.344 -17.787
N 15.427 21.320 -17.632
O 16.089 22.354 -17.317
O 14.984 20.591 -16.720
O 15.231 21.056 -18.840
C 12.572 20.942 -20.967
C 11.431 20.198 -21.630
O 11.280 18.988 -21.471
N 10.631 20.914 -22.457
C 9.576 20.352 -23.264
H 13.376 21.099 -21.690
H 13.001 20.228 -20.268
H 12.277 21.898 -20.549
H 10.697 21.914 -22.405
H 8.856 21.119 -23.544
H 9.082 19.479 -22.848
H 9.981 20.011 -24.225
C 18.528 21.206 -20.470
C 18.950 22.542 -19.913
O 18.232 23.240 -19.197
N 20.113 23.017 -20.367
C 20.778 24.244 -19.948
H 19.296 20.812 -21.134
H 17.588 21.300 -21.006
H 18.431 20.490 -19.653
H 20.617 22.544 -21.097
H 20.586 24.466 -18.901
H 20.359 25.054 -20.554
H 21.848 24.173 -20.116
C 15.000 23.950 -21.617
C 14.612 24.203 -20.164
O 15.593 24.476 -19.341
N 13.272 24.094 -19.870
C 12.841 23.851 -18.512
H 15.379 22.953 -21.871
H 15.685 24.722 -21.979
H 14.094 24.105 -22.212
H 12.547 24.074 -20.557
H 11.822 24.194 -18.348
H 13.392 24.404 -17.738
H 13.093 22.809 -18.260
C 19.335 21.560 -16.445
S 19.080 23.025 -15.417
O 18.435 24.013 -16.333
C 17.767 22.278 -14.425
H 18.353 21.230 -16.776
H 19.821 20.767 -15.875
H 19.999 21.859 -17.253
H 16.922 21.957 -15.042
H 17.248 23.025 -13.813
H 18.138 21.496 -13.767
C 11.732 19.110 -17.657
S 12.502 17.823 -16.643
O 11.517 16.675 -16.537
C 13.829 17.317 -17.747
H 10.734 19.321 -17.267
H 11.624 18.853 -18.708
H 12.339 20.007 -17.512
H 14.187 16.332 -17.451
H 14.595 18.094 -17.697
H 13.484 17.246 -18.779
C 15.714 18.450 -20.946
S 15.442 16.644 -21.165
O 16.237 16.019 -20.065
C 16.273 16.508 -22.779
H 15.394 19.025 -21.813
H 16.805 18.567 -20.931
H 15.434 18.810 -19.959
H 15.652 17.017 -23.511
H 16.323 15.440 -22.984
H 17.296 16.876 -22.718
```

Properties
2S+1	9
M	567.69	g/mol
energy relative to the best compared isomer or geometry (same formula, charge and spin)	262.3	kJ/mol
E_tot	-3729.45759	Eh
HOMO (alpha / beta)	-7.15 / -10.27	eV
charge	+1
<S²>	20.017

---

[6]
The following is a quantum chemistry calculation of a cluster of 7 separate species, C15H39F3O8 in total at a distorted geometry, from the Open Molecules 2025 dataset.

```
65
Properties=species:S:1:pos:R:3
C -23.009 -11.101 -40.802
O -22.196 -11.917 -39.892
O -22.965 -9.816 -40.206
C -22.488 -11.332 -42.309
F -21.276 -10.856 -42.668
F -22.383 -12.638 -42.539
F -23.339 -10.873 -43.234
C -22.728 -13.148 -39.416
C -21.833 -14.291 -39.846
H -21.367 -13.966 -40.778
H -20.910 -14.492 -39.301
H -22.300 -15.234 -40.135
H -23.795 -13.371 -39.418
H -22.429 -13.087 -38.368
H -24.034 -11.476 -40.781
C -23.684 -10.645 -36.123
O -24.266 -9.653 -36.965
H -24.034 -11.669 -35.957
H -22.689 -10.900 -36.495
H -23.605 -10.203 -35.126
C -20.521 -9.349 -34.555
C -19.885 -8.869 -35.879
O -20.727 -9.063 -37.031
H -20.947 -10.337 -34.732
H -21.367 -8.777 -34.172
H -19.768 -9.230 -33.775
H -19.037 -9.506 -36.132
H -19.600 -7.816 -35.889
H -20.249 -9.676 -37.594
C -26.848 -14.096 -38.243
C -26.680 -12.725 -37.518
O -26.249 -11.747 -38.440
H -27.233 -13.966 -39.255
H -27.531 -14.793 -37.758
H -25.892 -14.598 -38.399
H -25.995 -12.854 -36.680
H -27.687 -12.533 -37.145
H -25.575 -11.173 -38.058
C -27.751 -10.828 -34.696
C -27.178 -9.441 -34.696
O -27.052 -8.966 -36.026
H -26.949 -11.430 -35.122
H -28.594 -10.937 -35.378
H -27.969 -11.175 -33.685
H -26.220 -9.278 -34.201
H -27.859 -8.659 -34.355
H -26.236 -9.325 -36.394
C -24.056 -5.072 -34.114
C -22.907 -6.068 -34.198
O -23.208 -7.087 -35.161
H -23.847 -4.202 -33.490
H -24.906 -5.452 -33.545
H -24.525 -4.597 -34.976
H -22.705 -6.488 -33.212
H -21.972 -5.663 -34.585
H -23.785 -7.697 -34.695
C -27.452 -5.559 -36.246
C -26.532 -5.488 -37.452
O -25.694 -6.674 -37.468
H -28.333 -6.194 -36.349
H -27.736 -4.531 -36.017
H -26.804 -6.029 -35.506
H -25.893 -4.643 -37.193
H -27.117 -5.334 -38.359
H -26.202 -7.385 -37.066
```

Properties
M	404.46	g/mol
energy relative to the best compared isomer or geometry (same formula, charge and spin)	0.0	kJ/mol
E_tot	-1496.19710	Eh
HOMO	-0.13	eV
charge	-2

---

[7]
The following is a quantum chemistry calculation of a structure of composition C15H40ClMgO15S5 at a distorted geometry, from the Open Molecules 2025 dataset.

```
77
Properties=species:S:1:pos:R:3
Mg -0.002 -0.577 0.861
Cl 0.378 -1.286 2.997
O 1.920 -0.758 0.372
S 3.329 -0.835 -0.004
O 3.811 -0.218 -1.264
O 4.163 -0.028 1.197
C 5.544 0.047 1.158
C 5.985 0.875 2.373
C 4.018 -2.529 0.208
H 6.064 0.559 0.348
H 6.015 -0.936 1.145
H 5.487 0.550 3.286
H 5.902 1.950 2.214
H 7.051 0.694 2.515
H 3.412 -3.062 0.941
H 5.065 -2.608 0.500
H 3.852 -2.974 -0.773
O -0.043 3.744 1.370
S 0.950 2.659 1.234
O 0.529 1.283 1.039
O 1.936 3.042 0.010
C 2.349 4.378 -0.168
C 2.459 4.585 -1.674
C 2.268 2.659 2.521
H 3.214 4.516 0.480
H 1.640 5.107 0.227
H 1.480 4.379 -2.108
H 3.160 3.978 -2.246
H 2.719 5.608 -1.943
H 3.113 2.034 2.231
H 2.019 2.514 3.572
H 2.756 3.633 2.495
O -1.553 -3.100 -2.274
S -1.165 -3.353 -0.848
O -0.588 -2.266 -0.111
O -2.473 -3.971 -0.007
C -2.781 -3.585 1.342
C -3.885 -4.606 1.862
C -0.198 -4.928 -0.745
H -3.161 -2.566 1.414
H -1.947 -3.728 2.030
H -3.579 -5.646 1.747
H -4.838 -4.380 1.383
H -4.093 -4.466 2.923
H 0.387 -4.741 0.155
H 0.401 -4.999 -1.653
H -0.872 -5.778 -0.637
O -0.653 2.358 -2.245
S -0.104 1.039 -2.465
O 0.108 0.169 -1.276
O -0.926 0.210 -3.619
C -1.290 0.875 -4.876
C -1.513 -0.265 -5.919
C 1.507 1.143 -3.348
H -0.588 1.642 -5.204
H -2.262 1.287 -4.607
H -0.748 -1.039 -5.992
H -1.450 0.192 -6.907
H -2.425 -0.824 -5.709
H 1.444 1.813 -4.205
H 1.822 0.146 -3.657
H 2.244 1.520 -2.639
O -1.851 0.242 1.264
S -3.115 0.997 1.360
O -3.843 1.266 0.103
O -4.130 -0.017 2.257
C -5.560 0.134 2.283
C -6.241 -1.226 2.258
C -2.900 2.483 2.427
H -5.975 0.669 1.429
H -5.803 0.753 3.147
H -6.104 -1.706 1.289
H -7.314 -1.047 2.318
H -6.065 -1.827 3.151
H -2.425 3.268 1.838
H -2.111 2.175 3.112
H -3.923 2.698 2.738
```

Properties
2S+1	2
M	680.56	g/mol
E_tot	-4374.74985	Eh
HOMO (alpha / beta)	-15.62 / -15.62	eV
charge	+2
<S²>	0.752